# 1
{"formula": "C17H14Cl3O4", "method": "wB97M-V/def2-TZVPD", "species": ["C", "C", "C", "C", "C", "C", "O", "C", "O", "O", "H", "H", "H", "H", "H", "H", "H", "H", "H", "Cl", "C", "Cl", "C", "O", "C", "C", "C", "C", "C", "C", "C", "Cl", "C", "H", "H", "H", "H", "H"], "positions_angstrom": [[2.804, -4.073, 1.761], [2.175, -2.776, 2.074], [0.764, -2.422, 1.536], [0.008, -1.434, 2.555], [-1.457, -1.614, 2.623], [-1.973, -2.173, 1.300], [-1.385, -3.476, 1.126], [-0.080, -3.660, 1.243], [0.360, -4.803, 1.236], [2.755, -2.007, 2.831], [2.075, -4.827, 1.486], [3.503, -3.930, 0.949], [3.382, -4.429, 2.616], [0.485, -1.419, 3.535], [0.202, -0.520, 1.947], [-1.797, -2.241, 3.470], [-1.908, -0.626, 2.761], [-3.061, -2.346, 1.275], [-1.614, -1.525, 0.493], [0.918, -1.064, 0.378], [1.905, 2.097, -1.197], [3.489, 1.552, -1.133], [1.135, 1.649, -2.353], [1.627, 0.862, -3.161], [-0.160, 2.357, -2.556], [-0.637, 3.325, -1.607], [-1.884, 3.958, -1.835], [-2.640, 3.627, -2.968], [-2.144, 2.690, -3.866], [-0.957, 2.069, -3.651], [0.184, 3.630, -0.493], [-0.200, 4.893, 0.560], [1.379, 2.927, -0.208], [-2.256, 4.673, -1.108], [-3.611, 4.133, -3.105], [-2.769, 2.459, -4.756], [-0.591, 1.314, -4.364], [1.974, 3.150, 0.610]], "charge": -1, "e_tot_ev": -63613.268, "relative_energy_kcal_mol": 34.9, "spin_multiplicity": 1}


# 2
{"formula": "C4H7O5S", "method": "wB97M-V/def2-TZVPD", "species": ["O", "C", "C", "C", "C", "O", "S", "O", "O", "O", "H", "H", "H", "H", "H", "H", "H"], "positions_angstrom": [[-2.421, 1.673, 0.114], [-1.485, 1.051, 0.573], [-1.428, -0.439, 0.797], [-0.799, -1.062, -0.506], [0.359, -0.257, -1.101], [-0.128, 1.093, -1.228], [1.554, 0.023, 0.198], [1.851, 1.476, 0.355], [1.417, -0.820, 1.397], [2.986, -0.616, -0.407], [-0.649, 1.606, 0.817], [-2.316, -0.913, 0.963], [-0.646, -0.822, 1.561], [-0.283, -2.009, -0.280], [-1.662, -1.054, -1.184], [0.639, 1.517, -0.756], [3.013, -0.449, -1.314]], "charge": -1, "e_tot_ev": -25332.038, "relative_energy_kcal_mol": 77.3, "smiles": "O=CCCC(O)=[S@@](=O)([O-])O", "spin_multiplicity": 1}


# 3
{"formula": "C13H11AlNO8S", "method": "wB97M-V/def2-TZVPD", "species": ["Al", "N", "C", "S", "H", "H", "H", "C", "C", "C", "O", "C", "C", "C", "O", "O", "O", "H", "H", "H", "H", "C", "C", "C", "O", "C", "C", "C", "O", "O", "O", "H", "H", "H", "H"], "positions_angstrom": [[-0.854, 3.659, 3.690], [-2.274, 2.388, 3.249], [-3.387, 2.728, 3.464], [-4.859, 3.394, 3.602], [0.456, 3.175, 2.913], [-1.245, 5.157, 3.246], [-0.552, 3.645, 5.272], [1.493, 1.771, -1.900], [0.848, 1.579, -0.741], [1.567, 1.514, 0.574], [0.894, 1.353, 1.565], [3.019, 1.654, 0.571], [3.662, 1.845, -0.585], [2.936, 1.927, -1.897], [3.599, 2.119, -2.904], [4.991, 1.978, -0.673], [-0.473, 1.430, -0.655], [0.981, 1.819, -2.851], [3.531, 1.597, 1.521], [5.178, 2.107, -1.621], [-0.660, 1.317, 0.305], [-0.464, -3.815, -0.055], [-1.135, -4.770, -0.709], [-2.051, -4.456, -1.860], [-2.606, -5.394, -2.409], [-2.225, -3.072, -2.246], [-1.559, -2.105, -1.591], [-0.619, -2.424, -0.454], [-0.031, -1.504, 0.078], [-1.677, -0.825, -1.895], [-1.047, -6.063, -0.403], [0.199, -4.031, 0.771], [-2.898, -2.858, -3.063], [-1.106, -0.317, -1.274], [-1.632, -6.523, -1.036]], "charge": -1, "e_tot_ev": -48962.904, "spin_multiplicity": 1}


# 4
{"formula": "C40H46Cl2DyGeN6O2S2Se", "method": "wB97M-V/def2-TZVPD", "species": ["Dy", "C", "C", "N", "C", "C", "N", "C", "C", "C", "C", "C", "N", "C", "C", "N", "C", "C", "N", "C", "C", "C", "N", "C", "C", "H", "H", "H", "H", "H", "H", "H", "H", "H", "H", "H", "H", "O", "S", "C", "C", "C", "C", "S", "O", "C", "C", "C", "C", "C", "C", "C", "C", "C", "C", "C", "C", "H", "H", "H", "H", "H", "H", "H", "H", "H", "H", "H", "H", "H", "H", "H", "H", "H", "H", "Cl", "C", "Cl", "H", "H", "C", "Ge", "C", "C", "C", "Se", "C", "H", "H", "H", "H", "H", "H", "H", "H", "H", "H", "H", "H", "H", "H"], "positions_angstrom": [[0.832, 0.398, -0.436], [4.932, 1.916, -2.165], [3.760, 1.799, -1.438], [3.131, 0.624, -1.388], [3.638, -0.422, -2.032], [4.748, -0.227, -2.831], [5.409, 0.922, -2.883], [2.895, -1.677, -1.962], [3.466, -2.890, -2.242], [2.710, -4.083, -2.078], [1.350, -3.922, -1.707], [0.813, -2.663, -1.527], [1.576, -1.544, -1.610], [-0.610, -2.469, -1.181], [-1.594, -3.451, -1.279], [-2.855, -3.205, -0.984], [-3.178, -1.974, -0.599], [-2.230, -0.979, -0.511], [-0.966, -1.216, -0.797], [3.309, -5.413, -2.324], [2.496, -6.535, -2.430], [3.088, -7.766, -2.707], [4.376, -7.908, -3.000], [5.170, -6.833, -2.925], [4.679, -5.589, -2.547], [5.506, 2.840, -2.208], [3.318, 2.646, -0.944], [5.097, -1.007, -3.480], [4.502, -2.927, -2.533], [0.745, -4.801, -1.503], [-1.367, -4.428, -1.643], [-4.201, -1.759, -0.348], [-2.488, 0.031, -0.213], [1.439, -6.517, -2.356], [2.437, -8.617, -2.783], [6.189, -6.996, -3.206], [5.361, -4.751, -2.434], [1.094, 2.312, 0.666], [0.881, 3.562, 1.548], [0.716, 4.887, 0.384], [-0.505, 4.789, -0.539], [-0.274, 5.249, -1.970], [0.305, 4.152, -2.849], [-0.604, 2.580, -3.102], [-0.328, 1.732, -1.838], [-2.290, 3.127, -3.107], [-3.081, 3.026, -1.969], [-4.394, 3.493, -2.060], [-4.892, 4.012, -3.253], [-4.109, 4.051, -4.393], [-2.786, 3.619, -4.330], [-0.744, 3.451, 2.249], [-1.741, 2.662, 1.637], [-3.043, 2.702, 2.115], [-3.355, 3.482, 3.223], [-2.389, 4.231, 3.862], [-1.067, 4.230, 3.352], [1.656, 4.922, -0.158], [0.713, 5.794, 1.012], [-1.297, 5.426, -0.104], [-0.891, 3.780, -0.588], [0.346, 6.180, -2.019], [-1.241, 5.577, -2.359], [1.327, 3.840, -2.531], [0.395, 4.493, -3.877], [-2.654, 2.602, -1.060], [-5.032, 3.484, -1.181], [-5.902, 4.344, -3.240], [-4.475, 4.498, -5.326], [-2.147, 3.652, -5.221], [-1.546, 2.127, 0.736], [-3.861, 2.129, 1.665], [-4.351, 3.430, 3.586], [-2.586, 4.814, 4.744], [-0.300, 4.854, 3.816], [6.060, -0.506, 0.534], [4.956, -0.213, 1.896], [3.380, -1.065, 1.704], [4.736, 0.829, 1.999], [5.414, -0.629, 2.795], [-0.929, -3.523, 4.859], [-2.471, -2.575, 4.057], [-3.422, -3.626, 2.638], [-3.779, -1.928, 5.412], [-1.846, -1.050, 2.886], [0.023, -1.121, 2.269], [0.914, -0.426, 3.824], [-1.276, -4.448, 5.322], [-0.463, -2.897, 5.636], [-0.193, -3.790, 4.108], [-3.943, -4.508, 2.998], [-2.721, -3.942, 1.894], [-4.185, -2.978, 2.166], [-4.166, -2.767, 5.952], [-4.584, -1.447, 4.884], [-3.302, -1.268, 6.149], [-1.997, -0.047, 3.359], [-2.440, -1.123, 1.969], [0.200, -0.512, 4.637], [1.205, 0.646, 3.714], [1.801, -0.990, 4.051]], "charge": 3, "e_tot_ev": -247902.426, "relative_energy_kcal_mol": 11.7, "s2": 9.34, "spin_multiplicity": 6}


# 5
{"formula": "C18H28BrF3N3O4", "method": "wB97M-V/def2-TZVPD", "species": ["C", "C", "C", "C", "C", "N", "C", "C", "O", "C", "C", "C", "Br", "C", "N", "C", "C", "O", "C", "N", "H", "H", "H", "H", "H", "H", "H", "H", "H", "H", "H", "H", "H", "H", "H", "H", "H", "H", "H", "H", "H", "H", "C", "C", "O", "C", "O", "C", "F", "F", "F", "H", "H", "H", "H", "H", "H"], "positions_angstrom": [[2.197, -2.793, -2.333], [1.091, -1.898, -2.337], [0.892, -0.877, -1.179], [0.188, 0.460, -1.636], [0.508, 0.595, -3.135], [0.441, 0.846, -4.230], [0.863, 1.611, -0.791], [1.807, 2.534, -1.623], [3.027, 1.896, -2.004], [4.111, 2.540, -1.311], [5.480, 1.874, -1.628], [-1.378, 0.434, -1.395], [-2.184, -1.158, -2.211], [-1.547, 0.312, 0.116], [-1.541, 0.278, 1.237], [-1.993, 1.798, -1.848], [-3.516, 1.805, -2.183], [-3.814, 1.303, -3.496], [-4.438, 1.175, -1.094], [-5.742, 1.905, -1.201], [3.116, -2.614, -2.918], [2.056, -3.717, -1.730], [0.380, -2.019, -3.180], [0.363, -1.396, -0.345], [1.908, -0.646, -0.810], [0.130, 2.285, -0.304], [1.490, 1.209, 0.034], [2.079, 3.371, -0.933], [1.284, 3.034, -2.472], [3.974, 2.494, -0.205], [4.139, 3.592, -1.677], [6.117, 1.946, -0.720], [5.357, 0.798, -1.855], [6.034, 2.384, -2.444], [-1.864, 2.501, -0.992], [-1.466, 2.271, -2.702], [-3.816, 2.880, -2.219], [-4.072, 2.039, -4.062], [-4.662, 0.114, -1.322], [-4.066, 1.354, -0.069], [-6.243, 1.570, -2.021], [-6.299, 1.773, -0.363], [-1.721, -2.671, 3.990], [-0.551, -1.987, 3.294], [0.440, -1.498, 4.172], [1.444, -2.433, 4.696], [2.015, -3.122, 3.750], [0.889, -3.331, 5.853], [0.029, -2.642, 6.661], [1.888, -3.745, 6.670], [0.230, -4.440, 5.463], [-2.000, -2.143, 4.903], [-2.587, -2.713, 3.321], [-1.479, -3.698, 4.257], [-0.946, -1.098, 2.794], [-0.131, -2.618, 2.503], [2.093, -1.727, 5.261]], "charge": -1, "e_tot_ev": -109969.274, "spin_multiplicity": 1}


# 6
{"formula": "C18H21Cl3N2O8S6Sc", "method": "wB97M-V/def2-TZVPD", "species": ["Sc", "C", "O", "C", "C", "O", "C", "H", "H", "H", "H", "H", "H", "H", "H", "H", "H", "O", "S", "O", "O", "C", "C", "C", "C", "C", "C", "S", "O", "O", "O", "H", "H", "H", "H", "S", "S", "S", "S", "C", "C", "C", "C", "N", "C", "C", "H", "H", "H", "H", "H", "H", "H", "Cl", "C", "Cl", "Cl", "C", "N"], "positions_angstrom": [[0.231, -0.275, -0.406], [-3.096, 1.939, 1.361], [-1.720, 1.664, 1.310], [-0.867, 2.721, 1.683], [0.432, 2.078, 2.096], [1.051, 1.439, 0.977], [2.351, 1.997, 0.652], [-3.365, 2.435, 2.301], [-3.617, 0.984, 1.303], [-3.412, 2.579, 0.526], [-1.291, 3.290, 2.521], [-0.683, 3.410, 0.848], [0.243, 1.319, 2.859], [1.109, 2.833, 2.494], [2.856, 2.245, 1.586], [2.233, 2.878, 0.017], [2.920, 1.227, 0.144], [-2.167, -3.259, 0.166], [-1.991, -2.277, 1.200], [-3.163, -1.892, 1.942], [-1.270, -1.056, 0.719], [-0.809, -2.947, 2.379], [-1.354, -3.360, 3.586], [-0.559, -3.922, 4.576], [0.797, -4.085, 4.357], [1.350, -3.682, 3.150], [0.563, -3.111, 2.160], [1.484, -2.558, 0.723], [0.599, -2.607, -0.449], [2.676, -3.347, 0.661], [1.699, -1.104, 0.968], [-2.415, -3.223, 3.740], [-1.007, -4.231, 5.512], [1.430, -4.522, 5.118], [2.406, -3.817, 2.959], [-0.772, -1.557, -3.076], [-0.522, -3.453, -3.168], [1.557, -3.795, -3.316], [2.405, -2.095, -3.380], [-3.794, 3.785, -3.649], [-2.922, 2.864, -2.847], [-3.343, 1.582, -2.500], [-2.503, 0.762, -1.775], [-1.279, 1.143, -1.386], [-0.877, 2.381, -1.698], [-1.665, 3.262, -2.416], [-4.672, 3.269, -4.037], [-3.238, 4.207, -4.486], [-4.132, 4.620, -3.032], [-4.316, 1.213, -2.800], [-2.815, -0.234, -1.484], [0.104, 2.721, -1.384], [-1.238, 4.236, -2.627], [1.289, 4.800, -1.392], [2.434, 2.166, -3.515], [1.411, 2.706, -4.792], [4.088, 2.646, -3.536], [1.979, 1.311, -2.607], [1.535, 0.616, -1.750]], "charge": -1, "e_tot_ev": -161651.775, "relative_energy_kcal_mol": 26.0, "spin_multiplicity": 1}


Repeat the third record exactly.
{"formula": "C13H11AlNO8S", "method": "wB97M-V/def2-TZVPD", "species": ["Al", "N", "C", "S", "H", "H", "H", "C", "C", "C", "O", "C", "C", "C", "O", "O", "O", "H", "H", "H", "H", "C", "C", "C", "O", "C", "C", "C", "O", "O", "O", "H", "H", "H", "H"], "positions_angstrom": [[-0.854, 3.659, 3.690], [-2.274, 2.388, 3.249], [-3.387, 2.728, 3.464], [-4.859, 3.394, 3.602], [0.456, 3.175, 2.913], [-1.245, 5.157, 3.246], [-0.552, 3.645, 5.272], [1.493, 1.771, -1.900], [0.848, 1.579, -0.741], [1.567, 1.514, 0.574], [0.894, 1.353, 1.565], [3.019, 1.654, 0.571], [3.662, 1.845, -0.585], [2.936, 1.927, -1.897], [3.599, 2.119, -2.904], [4.991, 1.978, -0.673], [-0.473, 1.430, -0.655], [0.981, 1.819, -2.851], [3.531, 1.597, 1.521], [5.178, 2.107, -1.621], [-0.660, 1.317, 0.305], [-0.464, -3.815, -0.055], [-1.135, -4.770, -0.709], [-2.051, -4.456, -1.860], [-2.606, -5.394, -2.409], [-2.225, -3.072, -2.246], [-1.559, -2.105, -1.591], [-0.619, -2.424, -0.454], [-0.031, -1.504, 0.078], [-1.677, -0.825, -1.895], [-1.047, -6.063, -0.403], [0.199, -4.031, 0.771], [-2.898, -2.858, -3.063], [-1.106, -0.317, -1.274], [-1.632, -6.523, -1.036]], "charge": -1, "e_tot_ev": -48962.904, "spin_multiplicity": 1}